No. 1
11
Properties=species:S:1:pos:R:3:forces:R:3:lowdin_charge:R:1 method="wB97M-V/def2-TZVPD" spin_multiplicity=2 s_squared=0.75 total_charge=0 relative_energy_kcal_mol=12.2 max_force_ev_per_a=4.343 e_homo_ha="-0.1939 / -0.3057" e_tot_ha=-2089.0556 mol_weight_g_mol=175.531
O -1.87867 -0.58919 0.13786 0.36 0.94 -1.68 -0.0036
C -0.88339 -1.17978 0.46412 -1.40 -0.73 4.05 -0.4555
C 0.26674 1.43245 0.75338 -0.36 -1.83 -0.43 -0.5892
O 0.49389 0.15959 0.79861 -0.16 0.35 -0.13 -0.1363
O -0.56951 -2.10719 1.15115 1.00 0.96 -2.25 0.0638
C -0.57474 2.16439 1.51631 -0.66 0.35 -0.09 -0.0122
Li -2.38941 1.24986 -0.00366 0.68 -0.31 0.43 0.7896
F 0.88512 2.04120 -0.28276 0.12 0.26 0.03 0.0665
H -0.63638 3.24202 1.36971 0.11 -0.28 0.16 0.0562
H -1.00014 1.70175 2.40698 0.18 0.16 -0.25 0.0635
Cu 1.00513 -1.29748 2.69690 0.13 0.14 0.16 0.1573

---

No. 2
14
Properties=species:S:1:pos:R:3:forces:R:3:lowdin_charge:R:1 method="wB97M-V/def2-TZVPD" total_charge=0 relative_energy_kcal_mol=76.1 max_force_ev_per_a=1.696 e_homo_ha=-0.3852 smiles="OCC1(O)C=NN=C1" e_tot_ha=-415.9194 mol_weight_g_mol=114.104
C -0.10855 -0.83457 -1.33093 0.60 -1.56 0.16 -0.2242
C -0.32583 -0.52596 0.13915 -0.44 1.55 0.32 -0.4446
C -0.87608 0.91475 0.29295 -0.20 -0.53 0.53 -0.0780
C 0.98869 -0.19439 0.81094 0.91 -0.19 0.68 -0.0888
H 0.89375 0.86270 -1.53358 -0.56 -1.16 -0.93 0.1145
H -1.00034 -1.21286 -1.83154 -0.36 0.47 0.26 0.1349
H 0.49152 -1.75884 -1.19070 0.36 0.33 -0.85 0.1331
H -1.80915 -1.41363 1.09109 -0.58 0.28 0.38 0.0947
H -1.79448 1.26533 -0.17015 0.00 0.01 0.29 0.1276
H 1.80001 -0.89382 0.98085 -0.12 -0.17 -0.14 0.1303
N -0.07387 1.71216 0.88803 -0.70 0.14 -0.90 0.0450
N 1.15079 1.01260 1.20379 -0.63 -1.09 -0.28 0.0614
O 0.47153 0.16587 -2.11320 0.80 1.19 0.90 -0.0383
O -0.99516 -1.67602 0.68054 0.92 0.73 -0.43 0.0325

---

No. 3
25
Properties=species:S:1:pos:R:3:forces:R:3:lowdin_charge:R:1 method="wB97M-V/def2-TZVPD" total_charge=+1 relative_energy_kcal_mol=29.3 max_force_ev_per_a=2.225 e_homo_ha=-0.4609 e_tot_ha=-385.1941 mol_weight_g_mol=121.204
C -0.42071 -1.57893 -0.43283 0.69 1.25 -0.41 -0.1794
N -0.40934 -0.64441 -1.57946 -1.83 -0.27 1.23 -0.1369
C -0.81271 -1.30954 -2.83043 1.75 0.24 0.20 -0.0899
C -1.02628 -0.86668 0.79388 -1.47 -1.55 0.21 -0.1383
N -0.73725 0.57116 0.83880 0.08 1.04 -0.56 0.0266
C 0.63849 0.88988 1.40554 -0.29 0.04 1.66 -0.1530
C 0.41837 1.61310 2.74976 0.98 -1.35 0.67 -0.0596
H 0.58909 -1.93112 -0.20870 0.00 -0.15 0.05 0.1215
H -1.03511 -2.43075 -0.71544 0.02 -0.04 0.36 0.1186
H 0.43029 -0.09005 -1.57469 0.39 -0.43 -0.63 0.0524
H -1.69104 -1.93240 -2.68434 0.06 0.01 0.15 0.0820
H 0.07365 -1.90891 -3.10632 -0.75 -0.23 -0.61 0.0933
H -1.03613 -0.59161 -3.61229 0.07 0.12 -0.04 0.0778
H -0.78800 -1.32569 1.76273 0.49 0.25 -0.29 0.1400
H -2.11603 -1.00745 0.75880 0.17 0.46 -0.28 0.1372
H -1.45883 1.05350 1.38345 0.34 -0.22 0.27 0.1721
H -0.89491 0.96555 -0.10537 0.42 -0.60 -0.16 0.1658
H 1.30021 1.44849 0.75028 -0.56 -0.06 -0.36 0.0977
H 1.10526 -0.08137 1.60377 -0.12 0.22 -0.22 0.1268
H 0.37012 2.68981 2.68848 -0.20 0.16 -0.02 0.0821
H -0.38802 1.16737 3.33784 -0.61 0.31 -0.46 0.0831
H 1.22022 1.30918 3.44408 0.28 0.62 -0.53 0.0939
H 1.62442 1.66133 -1.95956 0.17 0.41 -0.46 0.0590
H 2.99186 1.18806 -1.42468 0.58 0.09 -0.27 0.0624
O 2.05241 1.14149 -1.28329 -0.65 -0.33 0.49 -0.0352

---

No. 4
49
Properties=species:S:1:pos:R:3:forces:R:3:lowdin_charge:R:1 method="wB97M-V/def2-TZVPD" spin_multiplicity=2 s_squared=0.75 total_charge=-2 max_force_ev_per_a=7.324 e_homo_ha="0.0268 / -0.0923" e_tot_ha=-1336.8750 mol_weight_g_mol=363.273
Li 4.98548 -14.04124 10.85367 0.34 -0.60 -0.26 0.6632
C 5.21327 -10.69079 11.72873 -0.39 -0.88 -0.55 -0.0967
C 5.61349 -10.31037 13.11064 0.64 1.64 1.11 -0.2322
C 5.78085 -8.75562 13.41734 -0.02 -0.14 -0.06 -0.1618
C 6.50153 -8.62269 14.75604 -0.25 -0.73 0.42 -0.1884
N 6.38052 -7.39917 15.58422 0.71 3.21 0.49 -0.1795
C 7.34381 -7.47870 16.87162 -1.50 -0.08 -1.04 -0.1086
C 6.48225 -7.22132 18.10038 -2.08 0.31 -0.14 -0.2092
C 5.04727 -6.68184 17.60123 1.91 -0.23 -0.72 -0.2318
C 4.95500 -7.11898 16.13371 0.26 -0.97 -0.21 -0.1488
C 6.83800 -6.16851 14.65642 -0.19 -0.63 0.41 -0.1400
C 8.33297 -6.20949 14.10591 -0.95 0.29 0.57 -0.2160
C 8.85717 -4.80120 13.72842 -0.65 -0.08 -0.26 -0.1484
H 5.22223 -11.78072 11.71949 0.42 -0.02 -0.31 0.0532
H 5.85365 -10.29842 10.93876 0.05 -0.09 0.08 0.0855
H 4.16657 -10.51788 11.47849 -0.04 0.59 0.16 0.0797
H 6.58312 -10.71161 13.40548 0.34 -0.27 -0.56 0.1129
H 4.97441 -10.83157 13.82340 -0.48 0.49 0.20 0.1162
H 4.85706 -8.17849 13.45778 -0.41 -0.30 -0.01 0.1057
H 6.36857 -8.25285 12.64929 0.06 -0.27 -0.30 0.1028
H 7.58516 -8.72268 14.69400 -0.14 -0.65 -0.34 0.1269
H 6.03157 -9.42180 15.32932 0.61 -0.13 0.60 0.1302
H 8.07055 -6.67024 16.79218 0.03 -0.03 -0.26 0.0711
H 7.80696 -8.45790 16.75006 0.05 0.08 0.52 0.1140
H 6.96404 -6.50481 18.76564 0.07 0.25 -0.05 0.0513
H 6.19067 -8.07369 18.71401 0.63 -0.45 -0.32 0.0937
H 4.99499 -5.59714 17.50738 0.39 0.35 0.60 0.0175
H 4.24268 -6.99489 18.26661 0.01 -0.30 -0.31 0.0920
H 4.45644 -6.31676 15.58968 0.33 0.10 -0.49 0.0756
H 4.41633 -8.03589 15.89453 -0.11 -0.05 0.45 0.1197
H 6.59950 -5.22854 15.15407 0.55 -0.12 0.95 0.0538
H 6.00610 -6.15035 13.95234 0.61 -0.35 -0.87 0.0957
H 8.38533 -6.84593 13.22256 -0.06 -0.05 0.02 0.0990
H 8.99574 -6.64927 14.85119 -0.14 -0.08 0.11 0.0869
H 8.85057 -4.04440 14.51284 -0.37 -0.31 0.32 0.0416
H 8.20362 -4.45017 12.92981 0.09 0.33 -0.10 0.0642
H 9.87985 -4.77269 13.35240 0.00 -0.53 -0.11 0.0643
N 4.38096 -15.40329 12.84389 -0.52 -0.67 -0.09 -0.6715
O 3.77280 -15.92312 13.75924 -0.57 -0.16 1.89 -0.0340
O 4.88087 -14.27242 12.93309 0.58 1.50 0.20 -0.1088
O 4.47776 -16.01285 11.78630 0.44 -0.32 -1.99 -0.0545
N 7.98001 -14.22255 10.06230 3.63 0.75 0.27 -0.7334
O 8.97410 -14.83596 9.65428 0.95 -0.89 -0.59 -0.0770
O 6.88780 -14.59341 9.89034 -6.32 -3.34 -1.59 -0.0416
O 8.10500 -13.18591 10.66307 1.52 3.76 2.14 -0.0645
N 2.87123 -13.90989 9.65156 -1.14 1.66 -3.39 -0.6422
O 3.88879 -14.30448 9.06225 0.30 -1.71 -0.50 -0.0809
O 1.71865 -13.98066 9.15433 0.61 -1.08 0.38 -0.0634
O 3.06872 -13.16313 10.58474 0.18 1.23 3.56 -0.0834

---

No. 5
98
Properties=species:S:1:pos:R:3:forces:R:3:lowdin_charge:R:1 method="wB97M-V/def2-TZVPD" total_charge=+1 max_force_ev_per_a=0.761 e_homo_ha=-0.4385 e_tot_ha=-6991.6021 mol_weight_g_mol=961.099
C 1.21298 -4.83868 -6.78986 0.11 0.62 0.11 -0.1374
C -0.10985 -4.09436 -6.93905 -0.13 -0.37 0.27 -0.2591
C -1.34808 -4.95832 -6.62072 0.02 0.38 0.03 -0.2065
C -1.97471 -4.67511 -5.24717 0.07 -0.33 -0.02 -0.2160
C -1.39340 -5.53310 -4.12262 -0.10 0.11 0.21 -0.2153
C -2.19878 -5.43483 -2.81924 0.24 0.59 -0.41 -0.2011
C -1.96394 -4.10996 -2.06339 -0.12 -0.20 0.13 -0.1959
C -0.98924 -4.21459 -0.87354 -0.12 -0.11 -0.07 -0.1965
C -1.49543 -3.54981 0.41535 0.37 0.10 -0.11 -0.2030
C -0.97872 -2.11472 0.59723 -0.42 -0.28 0.08 -0.2159
C 0.45274 -2.07333 1.11079 0.20 0.29 -0.43 -0.2019
C 1.03630 -0.65803 1.25304 -0.23 -0.50 0.23 -0.1948
C 0.27114 0.20397 2.25863 0.28 -0.12 0.12 -0.1210
C 0.53905 1.73980 2.19883 -0.03 0.06 -0.25 -0.4375
N 1.55714 2.04209 1.19468 -0.08 0.18 0.33 0.0006
C 1.72213 3.44436 0.79346 0.37 -0.22 -0.13 -0.2183
C 3.15902 3.71168 0.32056 0.09 0.09 -0.33 -0.2245
C 3.26946 3.83951 -1.20086 0.07 -0.01 0.16 -0.0990
C -0.77622 2.49566 1.90818 -0.36 0.00 0.14 -0.1217
C -1.05975 3.68029 2.83181 -0.05 -0.11 0.00 -0.2340
C -1.07588 3.26258 4.29836 0.04 0.47 -0.05 -0.6632
I -0.68760 4.95418 5.55992 -0.07 -0.14 -0.03 0.9858
N -0.02902 2.20460 4.58294 0.07 0.27 0.35 0.0323
C 1.07255 2.19724 3.56609 0.10 -0.26 -0.12 -0.0669
H 1.34437 -5.20743 -5.77240 -0.09 -0.22 -0.02 0.0663
H 1.31815 -5.64152 -7.51262 -0.04 -0.20 0.15 0.0251
H 2.03342 -4.13740 -6.96201 0.11 -0.10 -0.08 0.0633
H -0.09768 -3.24770 -6.24963 -0.03 0.16 -0.08 0.1003
H -0.20719 -3.68431 -7.94420 0.12 0.03 -0.08 0.0632
H -2.10570 -4.78885 -7.38663 -0.02 -0.01 -0.05 0.0995
H -1.07827 -6.01530 -6.67169 -0.03 -0.09 -0.08 0.1047
H -3.05277 -4.84415 -5.30274 -0.04 -0.06 0.06 0.1098
H -1.83377 -3.62292 -4.99381 -0.12 0.12 -0.08 0.0979
H -0.36407 -5.21010 -3.93882 0.12 -0.18 0.03 0.1101
H -1.36635 -6.57865 -4.43468 0.06 -0.01 -0.12 0.1112
H -1.95759 -6.27935 -2.17648 -0.14 -0.07 0.10 0.1021
H -3.25325 -5.48174 -3.09607 -0.07 -0.26 0.11 0.1041
H -1.61817 -3.36030 -2.77578 -0.01 0.11 -0.01 0.0970
H -2.92750 -3.75703 -1.69136 -0.01 0.08 0.04 0.1017
H -0.02388 -3.78541 -1.14857 0.09 -0.03 0.03 0.1015
H -0.79892 -5.26934 -0.67321 0.00 -0.06 0.00 0.1039
H -1.17679 -4.14552 1.27347 -0.02 0.03 0.10 0.1071
H -2.58509 -3.54898 0.42318 -0.06 -0.05 -0.01 0.1037
H -1.66747 -1.60089 1.27229 0.07 0.09 0.08 0.0978
H -1.04467 -1.59555 -0.36409 0.05 0.12 -0.01 0.1129
H 1.07589 -2.56624 0.36052 0.07 -0.17 0.12 0.1112
H 0.56383 -2.65233 2.02954 -0.12 0.03 0.14 0.1176
H 1.04391 -0.20179 0.26749 0.04 0.17 0.06 0.0690
H 2.06340 -0.76966 1.60665 0.16 0.16 -0.24 0.1152
H -0.79179 -0.00161 2.16405 -0.08 0.12 -0.09 0.0924
H 0.55551 -0.16823 3.25322 -0.08 -0.05 0.06 0.1154
H 2.44622 1.67554 1.51196 0.06 -0.10 -0.13 0.1110
H 1.47471 4.14962 1.59297 -0.11 0.04 0.06 0.0988
H 1.06248 3.62004 -0.05665 -0.21 0.22 0.12 0.0996
H 3.53998 4.62461 0.77736 0.00 0.02 0.09 0.1058
H 3.82703 2.91105 0.64479 -0.06 -0.08 0.14 0.1027
H 2.90751 4.80911 -1.53996 -0.15 -0.02 -0.03 0.0776
H 2.69036 3.05501 -1.68684 0.02 -0.02 -0.10 0.0552
H 4.30533 3.75738 -1.52480 0.03 -0.03 -0.03 0.0745
H -0.82117 2.82964 0.87528 0.13 -0.04 -0.04 0.0688
H -1.61866 1.81034 2.01855 0.02 -0.09 -0.07 0.1163
H -0.36125 4.50002 2.68476 0.10 -0.02 -0.05 0.0806
H -2.05211 4.07029 2.61011 0.00 0.12 -0.01 0.1298
H -2.03763 2.87354 4.61074 -0.01 -0.15 0.02 0.0943
H -0.46475 1.28290 4.65632 0.01 -0.08 -0.24 0.1773
H 0.37123 2.40518 5.50025 -0.03 -0.10 0.08 0.1258
H 1.83150 1.49822 3.91352 0.05 0.04 0.09 0.1460
H 1.49360 3.20027 3.54818 -0.08 0.10 0.00 0.1317
C 0.43488 5.63393 9.64779 0.01 0.07 -0.10 -1.0289
Cl 0.45482 4.13939 10.59090 0.00 0.00 -0.01 0.5316
Cl -0.66377 6.84136 10.31325 -0.03 0.01 0.04 0.5345
H 1.43645 6.04609 9.62936 0.01 -0.01 0.06 0.0312
H 0.09434 5.39067 8.64869 0.01 -0.02 0.00 -0.0442
C -0.98789 10.62384 9.00624 0.01 0.02 0.09 -1.0338
Cl 0.22343 11.90547 8.97087 0.00 -0.01 0.01 0.5163
Cl -1.19802 9.86382 7.41992 -0.02 -0.07 -0.03 0.4759
H -0.66599 9.86331 9.70718 0.03 -0.02 -0.03 -0.0098
H -1.93673 11.05071 9.30654 -0.01 0.03 -0.05 0.0271
C -1.56889 1.74826 -2.51040 0.04 0.00 -0.06 -0.9808
Cl 0.03679 1.28426 -1.93433 0.00 0.01 -0.01 0.5547
Cl -2.57514 2.35724 -1.18670 -0.13 0.01 -0.06 0.5314
H -1.45816 2.53495 -3.24620 0.01 0.03 0.03 0.0305
H -2.05343 0.87997 -2.93933 0.00 -0.03 0.05 0.0290
C 0.26258 -5.71052 -10.57786 -0.03 -0.05 0.03 -0.9771
Cl 1.81509 -5.04207 -10.06032 0.09 -0.04 -0.24 0.5719
Cl -0.95224 -4.44865 -10.82255 -0.02 0.00 0.00 0.5307
H 0.40909 -6.23484 -11.51385 0.01 0.04 -0.03 0.0260
H -0.09322 -6.38611 -9.80829 -0.01 0.05 0.04 0.0255
C 0.68724 0.83068 12.51837 -0.01 0.04 0.02 -1.0370
Cl -0.54543 0.92200 13.77656 0.01 0.01 -0.01 0.5162
Cl 0.48146 -0.58737 11.47906 0.02 -0.01 -0.04 0.4922
H 0.60797 1.71362 11.89722 -0.01 -0.01 0.01 -0.0423
H 1.66074 0.77296 12.98923 0.00 -0.04 0.02 0.0275
C 1.52907 -1.54272 -9.89451 0.00 -0.04 0.00 -1.0716
Cl 0.43136 -0.34064 -9.19873 -0.03 -0.01 0.02 0.4949
Cl 2.97356 -0.80169 -10.59188 0.00 -0.02 0.00 0.5139
H 1.83428 -2.22139 -9.10799 0.01 0.03 0.03 -0.0116
H 1.00230 -2.07916 -10.67362 -0.02 0.04 -0.02 -0.0124

---

No. 6
16
Properties=species:S:1:pos:R:3:forces:R:3:lowdin_charge:R:1 method="wB97M-V/def2-TZVPD" total_charge=0 relative_energy_kcal_mol=46.2 max_force_ev_per_a=2.563 e_homo_ha="-0.3300 / -0.2839" e_tot_ha=-1149.2309 mol_weight_g_mol=284.078
C -3.98162 0.17286 -2.23384 -0.21 -0.15 -0.41 -0.2501
C -2.67720 3.09713 -2.64448 -1.69 1.78 0.74 -0.5721
C 1.01197 -0.43178 -0.82281 -0.26 0.01 -0.23 -0.2686
C -2.62438 -0.04439 -2.11989 0.43 0.44 1.43 -0.2630
C 0.84809 -0.11572 0.61917 0.04 0.04 0.14 -0.0709
N -5.12123 0.34816 -2.31876 -0.42 0.09 0.04 0.1556
N 0.00272 -0.41301 -1.58990 0.38 0.08 0.78 -0.3564
O -1.91514 -0.39140 -3.17353 -0.19 -0.21 -1.19 -0.4253
O -3.29601 4.04472 -2.39383 0.75 -1.72 -0.32 0.0049
S -0.26475 -0.67027 -3.13167 0.15 -0.20 -0.35 0.9473
I -0.62291 3.15255 -3.46638 0.97 -0.06 -0.40 0.6554
H -2.12469 0.09188 -1.16460 -0.14 -0.07 -0.27 0.0965
H 2.01639 -0.66777 -1.16731 0.09 -0.04 -0.16 0.1149
H 1.25145 -0.92507 1.22601 0.05 -0.03 0.11 0.0770
H -0.20042 0.03256 0.86716 0.00 0.00 -0.01 0.0753
H 1.40374 0.79055 0.86176 0.05 0.04 0.09 0.0794